DFT (ωB97M-V with the def2-TZVPD basis set) results for C46H43EuN4O2P2S3 as an isolated structure in a non-equilibrium geometry.

Structure (XYZ):
```
101
Properties=species:S:1:pos:R:3:forces:R:3:mulliken_charge:R:1
Eu -0.39059 -0.87505 0.38945 -0.452 -2.257 -0.897 0.180
O -1.95079 3.49325 6.28185 -0.424 0.578 1.470 -0.680
C -1.62619 3.25115 5.16375 0.317 -1.816 -1.670 -0.172
O -1.21869 3.84975 4.14305 0.186 1.654 -0.088 -0.569
C -1.55159 1.86655 4.45975 0.110 0.065 -0.248 0.138
C -0.28789 1.26395 4.32415 -0.309 -0.344 -0.054 -1.019
C -0.05829 0.33145 3.33345 -0.934 0.118 0.211 0.829
N -1.04139 -0.05745 2.46635 -0.298 0.958 1.290 0.488
C -2.26859 0.52405 2.59135 0.559 -0.010 0.670 0.562
C -2.55579 1.46515 3.56105 0.209 -0.496 0.249 -1.090
C -3.28599 0.16775 1.58025 -0.246 -0.125 -0.752 0.164
C -4.65779 0.24545 1.83785 0.252 -0.062 -0.017 -0.645
C -5.55249 0.00155 0.81335 0.250 -0.090 -0.276 -1.040
C -5.06239 -0.29125 -0.45555 -0.058 0.119 0.169 -1.053
C -3.69709 -0.36225 -0.63215 0.250 0.078 0.155 -0.583
N -2.81679 -0.16955 0.35815 -0.890 0.506 0.499 1.088
C 1.27831 -0.27015 3.15005 0.781 -0.289 -0.346 0.611
C 2.29171 -0.13145 4.10645 -0.224 -0.028 -0.141 -0.852
C 3.55841 -0.61765 3.84805 -0.117 -0.133 -0.332 -0.927
C 3.78881 -1.28855 2.65055 -0.142 0.057 0.192 -1.121
C 2.73221 -1.42695 1.77255 -0.145 -0.052 -0.061 -0.547
N 1.51231 -0.91805 1.98475 0.522 0.285 1.061 1.068
H 0.50081 1.60565 4.97195 0.141 -0.001 0.050 0.330
H -3.52569 1.93485 3.61535 -0.074 0.038 -0.076 0.505
H -5.01119 0.48365 2.82825 0.004 0.020 0.091 0.617
H -6.61569 0.04015 0.98885 -0.113 0.035 0.057 0.479
H -5.72429 -0.46155 -1.28785 -0.089 -0.019 -0.102 0.553
H -3.27469 -0.58485 -1.61165 -0.046 0.011 0.102 0.547
H 2.09181 0.34665 5.05065 -0.054 0.083 0.036 0.547
H 4.35271 -0.48095 4.56755 0.017 -0.027 0.045 0.467
H 4.75701 -1.70125 2.41575 0.060 -0.028 -0.063 0.528
H 2.85611 -1.97195 0.83705 0.050 0.126 0.066 0.508
C -2.85439 -4.46175 1.54465 -0.092 0.260 -0.286 -1.010
C -1.98399 -4.03815 2.71605 0.576 0.088 -0.194 -0.955
S -0.34219 -3.34285 2.31955 -0.010 -0.445 0.182 0.334
C 0.62411 -4.71975 1.58315 -0.550 0.491 0.225 -1.065
C 0.30401 -5.07895 0.14255 0.011 0.350 -0.404 -0.801
S 0.25561 -3.61515 -0.97545 -0.185 -0.532 0.000 0.217
C -1.21489 -3.96435 -2.01745 0.582 -0.009 0.210 -0.969
C -2.50739 -4.30755 -1.29345 -0.190 0.390 0.392 -1.116
S -2.88479 -3.24925 0.16345 -0.004 -0.612 -0.087 0.377
H -3.88559 -4.56535 1.88815 0.093 -0.113 -0.008 0.600
H -2.53089 -5.42075 1.14675 -0.029 -0.024 -0.014 0.324
H -1.83479 -4.88565 3.38625 -0.114 0.058 0.091 0.592
H -2.44989 -3.22705 3.27905 -0.002 -0.057 0.026 0.282
H 0.48871 -5.59815 2.21385 0.174 -0.030 0.042 0.555
H 1.65351 -4.37085 1.67405 0.024 -0.097 0.057 0.332
H -0.65979 -5.57425 0.06755 0.019 -0.051 0.000 0.246
H 1.07421 -5.75275 -0.23935 -0.133 -0.026 0.029 0.574
H -0.95669 -4.78095 -2.69555 -0.060 0.142 -0.077 0.525
H -1.31489 -3.04735 -2.60205 -0.050 -0.078 -0.057 0.293
H -2.51839 -5.34425 -0.96185 -0.053 0.017 -0.051 0.528
H -3.33369 -4.16975 -1.99285 0.034 -0.158 0.011 0.532
N 0.87061 0.92895 -2.17515 -0.078 0.203 0.035 0.441
P 1.89861 -0.16445 -1.33035 0.531 0.836 -0.752 0.997
C 2.92391 -0.76845 -2.70465 -0.052 -0.113 0.254 0.887
C 3.45271 0.09475 -3.66495 -0.070 -0.184 0.032 -0.741
C 4.24181 -0.40965 -4.68295 -0.001 0.079 -0.055 -0.752
C 4.51511 -1.76965 -4.74475 -0.036 -0.063 0.068 -0.546
C 3.98891 -2.63015 -3.79405 0.125 -0.041 -0.172 -0.767
C 3.19261 -2.13215 -2.77835 -0.050 0.191 0.155 -0.193
C 3.02771 0.96995 -0.43375 -0.059 -0.289 -0.218 0.661
C 4.37211 1.13015 -0.75405 -0.119 -0.014 0.056 -1.037
C 5.14051 2.05275 -0.06315 0.091 0.039 0.045 -0.880
C 4.57201 2.82335 0.93715 0.000 -0.017 -0.042 -0.938
C 3.23711 2.64935 1.27705 -0.090 0.015 0.079 -0.965
C 2.47181 1.71265 0.60875 -0.096 -0.097 -0.099 0.401
P -0.59569 1.35425 -1.39275 0.586 0.931 -0.755 0.214
C -1.66649 1.81415 -2.78285 -0.058 -0.189 0.203 0.575
C -2.78489 2.58955 -2.47795 0.086 -0.059 -0.057 -0.566
C -3.67929 2.92715 -3.47515 -0.066 0.013 -0.025 -0.705
C -3.46069 2.49135 -4.77375 0.002 0.002 -0.049 -0.568
C -2.35679 1.71015 -5.07385 -0.124 0.048 -0.104 -0.591
C -1.46129 1.35695 -4.07975 0.032 0.019 0.187 -0.674
C -0.27909 2.99325 -0.66105 -0.180 -0.258 -0.046 0.511
C -0.64669 3.22385 0.66135 -0.039 -0.169 -0.238 0.355
C -0.39849 4.45225 1.24725 0.063 0.219 0.192 -0.499
C 0.22951 5.44595 0.51355 -0.032 -0.115 -0.011 -0.762
C 0.58961 5.22085 -0.80645 0.105 0.028 -0.151 -0.845
C 0.33691 3.99855 -1.40075 -0.095 -0.037 0.145 -0.794
H 1.32291 1.66655 -2.71715 -0.073 -0.184 0.048 0.462
H 3.26311 1.15895 -3.60865 0.026 0.047 -0.034 0.293
H 4.64971 0.25775 -5.42865 0.033 0.032 -0.029 0.426
H 5.14231 -2.15805 -5.53255 0.037 -0.024 -0.088 0.412
H 4.19561 -3.68845 -3.84855 0.035 -0.086 -0.006 0.450
H 2.77141 -2.79645 -2.03395 0.014 -0.042 -0.050 0.206
H 4.81881 0.54905 -1.54795 0.032 -0.035 0.007 0.519
H 6.18361 2.17125 -0.31755 0.073 0.053 -0.006 0.467
H 5.16451 3.56635 1.44745 0.071 0.056 0.096 0.452
H 2.79031 3.24685 2.05635 -0.061 0.081 0.117 0.620
H 1.42311 1.57065 0.88665 0.346 0.159 -0.051 -0.135
H -2.93489 2.93475 -1.46215 -0.046 0.069 0.018 0.422
H -4.54249 3.53455 -3.24825 -0.064 0.060 0.034 0.447
H -4.15019 2.76725 -5.55565 -0.092 0.026 -0.094 0.403
H -2.19579 1.37925 -6.08755 0.034 -0.054 -0.128 0.441
H -0.60549 0.73755 -4.30895 0.080 -0.027 -0.006 0.465
H -1.13379 2.43595 1.23025 0.017 0.100 0.059 0.171
H -0.68299 4.61815 2.27345 -0.047 0.001 0.148 0.706
H 0.44221 6.39975 0.96945 -0.017 0.122 0.072 0.456
H 1.06471 6.00385 -1.37545 0.085 0.112 -0.080 0.456
H 0.60651 3.83195 -2.43625 0.007 0.033 -0.084 0.340
```
Positions in Å, forces in eV/Å.

Kohn-Sham gap (spin up / spin down) ... 0.2577 / 0.2650 hartree
⟨S²⟩ ... 15.761
Total charge ... +1
Energy ... -128865.4819 eV
Multiplicity ... 8
Energy above the lowest of the compared OMol25 structures with the same formula, charge and spin ... 0.1 kcal per mole
E_LUMO (spin up / spin down) ... -2.64 / -2.63 eV